(1)
Entry from the Open Molecules 2025 dataset: an isolated molecule of C19H20N2O3 (ωB97M-V with the def2-TZVPD basis set).

Each line ends with the Mulliken charge.
Element x y z (Å)
O -4.98503 0.89455 4.38821  -0.419
O -5.33132 1.96081 2.06346  -0.423
O 0.10160 0.49952 -1.28316  -0.154
N -1.06340 0.84367 -0.66561  -0.481
N 0.20566 -0.32751 0.74129  -0.518
C 5.20649 -0.78680 -2.27758  -0.258
C -4.15509 1.29883 2.23228  0.896
C -2.79619 0.01822 3.77301  -0.458
C 2.13916 -0.74636 -0.77191  -0.358
C -0.97608 0.33977 0.54043  0.362
C 1.97317 -1.88810 -1.78226  -0.604
C 4.60914 -0.13166 -4.89510  -0.642
C 5.64828 0.51243 -4.24466  -0.399
C -3.17257 1.16832 1.27292  -0.580
C 0.81895 -0.19887 -0.39165  0.425
C -3.96603 0.71342 3.50922  1.134
C -1.81443 -0.10780 2.80392  -1.146
C 4.16169 -1.43794 -2.92010  0.564
C 3.87240 -1.09903 -4.23652  -0.238
C 3.32964 -2.46410 -2.20367  -1.252
C -5.57716 2.56659 0.81804  -0.920
C 5.94632 0.18128 -2.93447  -0.571
C -4.86617 0.34519 5.67691  -0.941
C -1.99711 0.46447 1.55499  -0.484
H -3.27631 1.59810 0.29087  0.640
H 1.44800 -1.51022 -2.66165  0.409
H -4.77711 -0.74574 5.64399  0.368
H 5.44545 -1.04210 -1.25459  0.339
H -5.78443 0.61523 6.19598  0.233
H 3.06505 -1.60206 -4.74986  0.388
H 4.37345 0.12027 -5.91879  0.374
H -6.55754 3.03175 0.90767  0.222
H 3.15317 -3.31669 -2.86326  0.404
H 2.74001 0.04715 -1.22162  0.307
H -2.63703 -0.43315 4.73917  0.383
H 1.36677 -2.67821 -1.33434  0.390
H -0.90455 -0.64780 3.01003  0.487
H 3.85906 -2.82177 -1.31859  0.410
H 6.22454 1.26778 -4.75816  0.374
H 2.62992 -1.10585 0.13240  0.264
H -4.83044 3.33372 0.58911  0.366
H -5.59721 1.82953 0.00881  0.365
H 6.75708 0.67799 -2.42152  0.372
H -4.00978 0.76317 6.21636  0.369

Cartesian forces (eV/Å) of the 2 atoms listed first:
0.09 0.11 -0.41
0.20 -0.22 0.31

The lowest unoccupied orbital energy is 0.869 eV. The HOMO energy is -7.9836 eV. The calculation puts the energy above the lowest of the compared OMol25 structures with the same formula, charge and spin at 312.18 kJ/mol. The structure (SMILES) is COc1ccc(-c2noc(CCCc3ccccc3)n2)cc1OC.


(2)
Entry from the Open Molecules 2025 dataset: a cluster of 2 separate species, C6H12NP in total (ωB97M-V with the def2-TZVPD basis set).

Each line ends with the Mulliken charge.
Element x y z (Å)
P -4.69855 -0.34283 0.47903  -0.028
N -1.73631 0.20868 0.38679  -0.495
C 1.14443 1.59732 -0.01204  -1.458
C -5.11522 0.39040 -0.93572  -0.457
C 0.38244 -0.72949 0.85972  -0.651
C -1.08613 -0.66783 0.90557  0.094
C 0.87454 0.12704 -0.35802  0.560
C 2.04362 -0.58219 -1.00820  -1.521
H 0.07423 0.11369 -1.06877  0.339
H 0.73668 -0.25981 1.84461  0.257
H 2.10024 1.84788 0.45676  0.366
H 0.21717 1.86091 0.48810  0.370
H 0.81784 -1.75074 0.66844  0.283
H 1.84310 -1.74240 -1.17612  0.332
H 2.25301 -0.25416 -2.00636  0.408
H -1.47652 -1.36175 1.63181  0.364
H -4.41280 1.09371 -1.55930  0.206
H 1.22242 2.24414 -0.88636  0.371
H -5.91802 0.28698 -1.53792  0.333
H 2.94622 -0.35680 -0.43949  0.329

Cartesian forces (eV/Å) of the 2 atoms listed first:
0.00 0.31 -0.48
-2.17 1.73 -1.40

The lowest unoccupied orbital energy (spin up / spin down) is -0.345 / -0.272 eV. The HOMO energy (spin up / spin down) is -9.3146 / -7.8090 eV. The calculation puts the energy above the lowest of the compared OMol25 structures with the same formula, charge and spin at 312.78 kJ/mol.


(3)
Entry from the Open Molecules 2025 dataset: an isolated molecule of C10H10BrNO (ωB97M-V with the def2-TZVPD basis set).

Each line ends with the Mulliken charge.
Element x y z (Å)
Br 1.07041 3.34441 -0.04234  -0.153
O 2.33485 0.48017 3.06858  -0.464
N 0.92253 -0.83948 1.71203  0.246
C 1.21432 1.49109 0.01009  -0.123
C -2.10942 0.16498 -1.10694  -0.568
C 2.51681 0.88600 -0.26285  -1.106
C -1.09362 -1.51486 0.27012  -0.436
C -0.08259 -0.59638 0.64849  0.543
C 1.46688 0.15199 2.33298  0.291
C 0.00128 0.64838 -0.10959  0.795
C -1.16157 1.08635 -0.71426  -0.844
C -2.04665 -1.11636 -0.68858  -0.524
C 0.81496 -2.05138 2.51997  -1.205
H -1.16848 2.08492 -1.08112  0.340
H -1.19901 -2.43396 0.78924  0.362
H 2.43874 -0.15803 -0.34482  0.377
H -0.06150 -1.85207 3.27509  0.366
H 3.21900 1.11001 0.65300  0.232
H 1.69963 -2.18033 3.07589  0.392
H 0.62220 -2.93212 2.01150  0.379
H 2.83688 1.37655 -1.27521  0.361
H -2.72599 0.46195 -1.84381  0.459
H -2.60142 -1.95536 -1.20534  0.280

Cartesian forces (eV/Å) of the 2 atoms listed first:
0.03 0.25 -0.07
-0.02 -1.17 0.64

The lowest unoccupied orbital energy (spin up / spin down) is -0.239 / 0.485 eV. The HOMO energy (spin up / spin down) is -7.0841 / -7.1052 eV. The calculation puts the energy above the lowest of the compared OMol25 structures with the same formula, charge and spin at 393.07 kJ/mol.


(4)
Entry from the Open Molecules 2025 dataset: a cluster of 2 separate species, C12H19N2O6 in total (ωB97M-V with the def2-TZVPD basis set).

Each line ends with the Mulliken charge.
Element x y z (Å)
O 0.61918 1.28706 -2.14431  -0.706
O 3.87209 -0.64271 0.32438  -0.399
O 2.36310 0.00030 -1.68255  -0.865
O -3.98360 2.22639 -2.73703  -0.725
O -2.56365 -1.61678 1.10122  -0.679
O 6.03803 -0.30419 -0.32622  -0.604
N -2.88617 1.05633 -1.22211  -0.120
N -4.19438 -1.21761 -0.37222  -0.120
C 5.16335 -0.28797 0.52503  0.406
C 5.52596 0.15683 1.86433  -0.320
C 0.48039 -0.13823 -0.20929  -0.252
C -2.05571 -0.04475 -0.69573  0.357
C 4.58336 0.35708 2.85561  0.171
C -3.16178 1.35662 -2.48780  0.648
C 1.20839 0.43429 -1.44438  0.579
C -2.52673 0.57566 -3.61667  -0.975
C 4.93807 0.86668 4.22233  -1.129
C -2.94311 -1.05051 0.08037  0.073
C -5.19305 -2.07534 0.25883  -0.934
C -0.87194 0.52884 0.11863  -0.858
H 6.57364 0.36390 2.04212  0.292
H 1.12761 0.00393 0.65938  -0.123
H -4.46431 -0.67048 -1.17652  0.236
H -0.78470 1.60517 -0.03878  0.364
H -4.89361 -3.12005 0.15903  0.275
H -2.89556 0.96022 -4.56445  0.314
H -2.76983 -0.47888 -3.52446  0.325
H 3.61013 -0.51685 -0.62721  0.416
H -1.44652 0.71568 -3.57407  0.270
H -3.28026 1.68975 -0.54704  0.187
H 6.01617 1.03245 4.31186  0.299
H -6.16637 -1.92614 -0.20864  0.351
H -1.07204 0.40366 1.18288  0.458
H -5.25985 -1.83105 1.32084  0.292
H 0.32950 -1.21372 -0.33207  0.309
H 4.42245 1.81278 4.41310  0.283
H 3.53492 0.15668 2.63954  0.325
H -1.62481 -0.59634 -1.52981  0.290
H 4.63160 0.14132 4.98192  0.288

Cartesian forces (eV/Å) of the 2 atoms listed first:
-0.51 -0.23 0.35
1.71 0.48 0.68

The lowest unoccupied orbital energy is 2.663 eV. The HOMO energy is -5.0845 eV. As for the total charge: -1.


Number 1: DFT total energy -29149.0822 eV. Number 2: DFT total energy -17190.4218 eV. Number 3: DFT total energy -84108.1392 eV. Number 4: DFT total energy -28020.7171 eV.